{
  "formula": "C31H66F8N4O10S",
  "method": "ωB97M-V/def2-TZVPD",
  "symbols": ["S", "F", "F", "F", "F", "F", "F", "F", "F", "O", "O", "O", "O", "O", "O", "O", "O", "O", "O", "N", "N", "N", "N", "C", "C", "C", "C", "C", "C", "C", "C", "C", "C", "C", "C", "C", "C", "C", "C", "C", "C", "C", "C", "C", "C", "C", "C", "C", "C", "C", "C", "C", "C", "C", "H", "H", "H", "H", "H", "H", "H", "H", "H", "H", "H", "H", "H", "H", "H", "H", "H", "H", "H", "H", "H", "H", "H", "H", "H", "H", "H", "H", "H", "H", "H", "H", "H", "H", "H", "H", "H", "H", "H", "H", "H", "H", "H", "H", "H", "H", "H", "H", "H", "H", "H", "H", "H", "H", "H", "H", "H", "H", "H", "H", "H", "H", "H", "H", "H", "H"],
  "coordinates": [[0.153, -5.088, 0.847], [-3.148, -2.722, -1.471], [2.293, -4.203, -0.219], [-1.058, -2.006, -1.234], [0.552, -4.011, -1.536], [-0.208, -0.265, -0.234], [2.128, -1.799, 0.237], [0.826, -1.133, -1.918], [0.297, -2.246, 1.364], [-2.299, -4.896, 0.139], [0.956, -5.047, 2.045], [1.006, 6.365, -2.906], [1.891, 3.178, 9.116], [0.044, -6.292, 0.058], [2.182, -2.156, -6.093], [-5.769, -5.115, -0.690], [-2.377, 3.132, -3.005], [5.064, 1.582, -6.313], [0.482, 0.240, 5.761], [2.253, 1.004, -5.360], [2.528, 2.697, 6.200], [0.648, 3.519, -1.941], [-1.928, -5.255, 2.484], [0.082, -1.423, -0.836], [3.398, -1.767, -6.696], [-4.442, -4.671, -0.955], [0.885, -2.325, 0.143], [-3.703, -4.853, 0.369], [-1.563, -4.565, 1.278], [-1.120, -3.453, 4.141], [0.622, 1.428, 5.007], [-2.231, -4.397, 3.634], [1.348, -0.083, -4.998], [-0.199, 2.341, -2.108], [3.023, 2.467, 9.569], [-5.401, -2.253, -0.814], [1.694, 3.754, 6.752], [3.446, 1.139, -4.539], [-1.246, 2.310, -3.216], [2.145, 4.172, 8.135], [0.995, -3.834, -0.277], [-4.457, -3.236, -1.512], [1.979, 5.331, -2.949], [-4.916, -1.716, 0.545], [1.873, -1.512, -4.875], [2.020, 2.039, 5.001], [0.762, 6.916, -1.631], [-2.180, 4.509, -3.251], [-1.579, -1.984, 4.192], [-6.562, -5.330, -1.842], [1.366, 3.959, -3.129], [0.418, 0.406, 7.163], [4.449, 2.099, -5.143], [4.624, 2.143, -7.531], [3.289, -0.859, -7.297], [3.699, -2.575, -7.362], [-6.391, -2.710, -0.707], [2.713, 2.004, 6.911], [1.571, 5.055, 8.424], [-4.047, -5.799, 0.804], [2.608, 5.363, -2.053], [-3.981, -4.060, 1.073], [-3.836, -1.850, 0.670], [2.721, 1.241, 4.747], [-0.808, -3.759, 5.144], [2.615, 5.532, -3.815], [-7.123, -4.429, -2.129], [-0.249, -3.516, 3.487], [-0.770, -1.344, 4.552], [-0.149, 2.152, 5.300], [2.056, 2.761, 4.178], [0.232, 7.856, -1.782], [3.361, 1.707, 8.854], [2.179, 3.252, -3.332], [1.758, 4.629, 6.097], [-1.283, -5.993, 2.735], [0.093, 4.282, -1.581], [-5.113, -0.644, 0.641], [3.858, 3.140, 9.781], [4.187, -1.614, -5.954], [3.983, 3.067, -5.354], [1.696, 7.121, -1.100], [1.066, -2.103, -4.437], [0.737, 3.993, -4.027], [-7.277, -6.123, -1.610], [0.138, 6.271, -1.002], [0.543, -0.094, -5.736], [3.647, 1.758, -7.847], [2.519, 0.913, -6.331], [-1.546, 4.676, -4.127], [3.964, 0.187, -4.368], [-0.719, 2.184, -1.162], [-3.122, -3.806, 3.386], [0.889, 0.177, -4.037], [4.563, 3.234, -7.468], [-0.158, 1.293, 7.438], [2.738, 1.960, 10.490], [2.721, -1.582, -4.180], [-1.639, 1.290, -3.245], [0.404, 1.138, 3.976], [3.156, 1.530, -3.556], [5.354, 1.876, -8.292], [3.206, 4.444, 8.133], [-2.460, -1.872, 4.830], [-3.989, -5.358, -1.687], [1.411, 0.464, 7.617], [-0.082, -0.474, 7.567], [-5.404, -2.228, 1.382], [0.634, 3.476, 6.823], [-1.826, -1.655, 3.173], [-0.811, 2.506, -4.204], [-1.623, -3.483, 1.447], [5.245, 2.260, -4.412], [-5.530, -1.408, -1.502], [-5.950, -5.641, -2.699], [-3.160, 4.945, -3.442], [-2.535, -5.072, 4.443], [-4.736, -3.286, -2.575], [-1.744, 5.025, -2.390], [0.457, 1.477, -2.258]],
  "forces_ev_per_a": [[0.28, -0.74, -0.18], [-1.03, -0.41, -0.16], [-0.52, 0.14, -0.14], [1.21, 0.60, 0.52], [0.21, 0.10, 0.35], [-0.01, -0.34, 0.05], [-0.58, -0.17, 0.04], [-0.19, -0.35, 0.33], [0.17, 0.11, -0.33], [-0.08, -0.03, 0.14], [-0.33, 0.02, -0.35], [-0.08, -0.02, 0.05], [0.01, -0.09, -0.04], [0.24, 0.81, 0.53], [0.01, 0.08, -0.10], [0.15, 0.04, -0.10], [-0.01, 0.07, 0.09], [-0.07, -0.04, -0.04], [0.13, 0.00, 0.07], [0.15, -0.08, -0.13], [-0.09, -0.14, 0.16], [-0.13, 0.18, -0.06], [0.17, 0.31, -0.28], [-0.36, 0.16, -0.52], [-0.03, -0.10, -0.04], [-0.06, -0.18, 0.19], [0.42, 0.06, 0.11], [-0.36, -0.08, 0.04], [-0.45, -0.14, 0.22], [-0.21, 0.39, -0.01], [-0.10, 0.00, -0.13], [-0.08, -0.05, 0.32], [-0.08, 0.14, 0.03], [0.15, 0.05, 0.07], [-0.03, 0.00, 0.05], [0.11, 0.30, -0.08], [0.04, -0.07, -0.09], [-0.11, -0.07, -0.02], [-0.01, -0.16, -0.09], [-0.02, 0.14, 0.02], [0.22, -0.14, -0.29], [-0.08, 0.00, -0.02], [0.11, -0.02, -0.05], [0.10, -0.15, 0.17], [-0.08, -0.05, 0.14], [0.15, 0.08, -0.02], [-0.01, 0.04, -0.03], [-0.11, -0.02, -0.01], [0.28, -0.37, -0.32], [-0.07, 0.03, -0.12], [-0.01, -0.07, 0.06], [-0.07, -0.12, -0.03], [0.07, 0.06, 0.11], [0.05, -0.01, -0.02], [0.05, 0.04, 0.05], [-0.01, 0.00, 0.01], [0.20, -0.02, -0.07], [-0.04, 0.00, 0.00], [0.02, 0.00, 0.03], [0.12, 0.14, -0.07], [-0.03, -0.04, 0.03], [0.17, -0.03, -0.09], [-0.15, 0.10, -0.11], [0.02, 0.02, -0.04], [0.10, -0.04, -0.15], [0.02, 0.03, 0.01], [0.11, -0.09, 0.04], [0.02, -0.15, 0.15], [-0.21, -0.02, 0.11], [0.05, 0.02, 0.08], [-0.04, 0.01, 0.00], [0.00, 0.00, -0.01], [0.03, 0.03, -0.02], [-0.14, 0.07, -0.03], [-0.03, -0.01, -0.03], [-0.08, -0.09, -0.06], [-0.03, 0.00, -0.04], [-0.06, -0.19, -0.01], [0.02, 0.00, 0.00], [0.01, 0.04, 0.01], [-0.06, -0.01, -0.01], [0.00, 0.00, 0.02], [0.01, -0.01, 0.00], [0.05, -0.01, -0.03], [0.09, 0.11, -0.02], [0.04, -0.02, 0.01], [-0.03, 0.02, 0.02], [-0.02, 0.04, 0.03], [0.03, -0.04, 0.01], [0.04, 0.01, 0.01], [0.03, 0.01, 0.02], [0.02, -0.06, 0.02], [0.09, -0.08, -0.06], [0.02, -0.05, -0.02], [-0.01, 0.01, -0.01], [0.03, 0.04, 0.02], [-0.01, 0.00, 0.00], [0.05, 0.05, -0.06], [-0.01, -0.01, -0.02], [-0.03, 0.00, 0.01], [0.03, -0.13, 0.00], [0.00, -0.01, 0.01], [0.01, -0.04, -0.05], [0.08, 0.11, -0.07], [0.09, 0.24, 0.02], [-0.02, 0.08, 0.02], [-0.01, 0.01, -0.01], [0.06, 0.11, -0.14], [-0.01, 0.04, 0.02], [-0.14, 0.04, 0.20], [0.04, 0.07, 0.04], [0.24, -0.07, 0.01], [0.01, 0.03, -0.02], [0.07, -0.15, 0.11], [-0.06, -0.03, 0.12], [0.00, -0.01, 0.00], [-0.02, 0.09, -0.18], [0.09, 0.03, 0.20], [0.06, 0.01, -0.05], [-0.01, 0.02, -0.01]],
  "mulliken_charge": [1.15, -0.07, -0.26, -0.24, -0.23, -0.30, -0.32, -0.15, -0.13, -0.32, -0.65, -0.35, -0.33, -0.69, -0.49, -0.44, -0.50, -0.38, -0.38, -0.16, -0.28, -0.30, -0.32, 0.54, -0.56, 0.09, 0.46, -0.47, 0.24, 0.07, -0.30, -0.84, 0.07, -0.32, -0.68, -0.49, -0.16, -0.31, -0.53, -0.80, 0.60, -0.05, -0.90, -0.94, -0.56, -0.92, -0.67, -0.55, -0.95, -0.77, 0.67, -0.65, -0.82, -0.68, 0.19, 0.30, 0.26, 0.15, 0.39, 0.32, 0.46, -0.26, -0.06, 0.42, 0.53, 0.31, 0.27, -0.01, 0.03, 0.32, 0.38, 0.24, 0.28, -0.33, 0.34, 0.38, 0.17, 0.40, 0.33, 0.26, 0.37, 0.33, 0.39, 0.13, 0.28, 0.27, 0.39, 0.27, 0.15, 0.27, 0.30, 0.42, 0.26, -0.40, 0.32, 0.33, 0.24, 0.30, 0.41, 0.30, 0.39, 0.25, 0.40, 0.47, 0.49, 0.15, 0.33, 0.31, 0.14, 0.17, 0.39, 0.16, 0.41, 0.43, 0.34, 0.31, 0.45, 0.31, 0.17, -0.16],
  "multiplicity": 1,
  "mol_weight_g_mol": 838.9,
  "smiles": "CCCN[C@H](OC[C@@H](OC)[C@H](F)CC)S(=O)(=O)C(F)(F)C(F)(F)C(F)(F)F.COCCNCCOC.COCCNCCOC.COCCNCCOC",
  "e_tot_ha": -3389.077323,
  "homo_ev": -8.5650
}